A single C4H9NO molecule in a non-equilibrium geometry. Source: the OMol25 dataset; level of theory: ωB97M-V with the def2-TZVPD basis set.

Last column: Mulliken charge in e.
Atoms and positions in Å:
1 C 1.49437 0.67785 -0.68464  -0.9535
2 H 1.48762 1.67792 -0.24872  0.3022
3 O -2.61586 0.26025 1.57261  -0.4882
4 H -0.47227 -1.57340 0.69710  0.2109
5 H 2.38719 0.11636 -0.40620  0.3000
6 H 1.25592 -1.89760 -0.19026  0.2942
7 H 1.45506 0.77104 -1.76658  0.3242
8 H -0.30939 -1.77617 -1.07537  0.2638
9 C -1.44294 0.26542 1.30873  -0.0834
10 H -0.75375 1.72168 -0.04668  0.3340
11 C -0.87473 0.62882 -0.05010  -0.5089
12 C 0.24628 -1.41381 -0.19161  -0.7462
13 H -1.59157 0.36293 -0.84091  0.2534
14 N 0.37927 -0.00505 -0.16362  0.1173
15 H -0.64521 0.18376 2.08626  0.3803

Forces on atoms 1 to 6 (eV/Å):
0.15 0.08 -0.29
0.44 0.03 -0.07
0.22 -0.31 0.07
1.46 -1.04 -1.04
0.21 0.30 -0.04
-1.05 0.13 0.54

SMILES string: CN(C)CC=O
HOMO level: -0.3066 Eh
Electronic energy: -7830.05085 eV
LUMO: 0.873 eV
Energy above the lowest of the compared OMol25 structures with the same formula, charge and spin: 2.269 eV
Gap between HOMO and LUMO: 9.22 eV